Here is one molecule with the formula C4H6OS2 at a distorted geometry from OMol25. Energies are from the ωB97M-V functional and the def2-TZVPD basis.

Positions of all 13 atoms, in Å:
C  -1.3886  2.9316  0.6783
C  -1.2127  1.5918  -0.0204
S  0.2220  0.6803  0.6271
C  0.6361  -0.8511  -0.1182
S  1.6708  -1.9312  0.4754
C  -0.2446  -1.3044  -1.3634
O  -1.2390  -0.6280  -1.5546
H  -1.6463  2.9211  1.7494
H  -0.3675  3.4682  0.5576
H  -1.9274  3.7257  0.2372
H  -2.2150  0.9314  0.1101
H  -1.1054  1.8921  -1.1055
H  0.1470  -2.1081  -1.8108

Computed properties:
- Net charge: 0
- HOMO: -9.03 eV
- Relative energy (zero: lowest compared OMol25 entry of this formula, charge and spin): 218.7 kJ/mol
- Electronic energy: -27961.01213 eV
- SMILES string: CCSC(=S)C=O
- Kohn-Sham gap: 8.0 eV
- 2S+1: 1